{
  "formula": "C68H74BrFN7O16PS",
  "method": "wB97M-V/def2-TZVPD",
  "elements": ["C", "C", "C", "C", "C", "C", "C", "C", "O", "C", "C", "C", "C", "C", "C", "Br", "C", "C", "N", "C", "C", "C", "C", "C", "C", "C", "C", "P", "O", "O", "C", "C", "O", "C", "C", "C", "C", "F", "C", "C", "S", "H", "H", "H", "H", "H", "H", "H", "H", "H", "H", "H", "H", "H", "H", "H", "H", "H", "H", "H", "H", "H", "H", "H", "H", "H", "H", "H", "H", "H", "H", "H", "H", "H", "H", "H", "H", "H", "H", "H", "H", "H", "H", "H", "H", "O", "N", "O", "C", "C", "C", "C", "C", "C", "H", "H", "H", "H", "H", "O", "N", "O", "C", "C", "C", "C", "C", "C", "H", "H", "H", "H", "H", "O", "N", "O", "C", "C", "C", "C", "C", "C", "H", "H", "H", "H", "H", "O", "N", "O", "C", "C", "C", "C", "C", "C", "H", "H", "H", "H", "H", "O", "N", "O", "C", "C", "C", "C", "C", "C", "H", "H", "H", "H", "H", "O", "N", "O", "C", "C", "C", "C", "C", "C", "H", "H", "H", "H", "H"],
  "positions_angstrom": [[-2.55511, 7.72956, 0.39446], [-2.36933, 7.09944, 1.42984], [-2.27801, 5.94982, 2.51310], [-1.07271, 4.97963, 2.10183], [-1.51629, 3.51638, 1.67809], [-1.58109, 2.47135, 2.86288], [-1.46360, 2.96576, 4.28728], [-1.54345, 2.03479, 5.48907], [-1.44594, 2.55540, 6.80869], [-0.04519, 2.99017, 6.94498], [0.39300, 2.84216, 8.46587], [-1.75395, 0.57690, 5.21494], [-1.86940, -0.40315, 6.44798], [-0.47459, -0.57641, 7.21931], [0.07064, -2.04298, 6.82581], [-0.90893, -0.61261, 9.16683], [-1.88168, 0.09396, 3.80746], [-1.78858, 0.98906, 2.57948], [-1.93567, 0.43051, 1.25133], [-1.06217, -0.69138, 0.98139], [-1.03780, -1.86652, 1.93144], [-0.19657, -3.08415, 1.76506], [0.68238, -3.14333, 0.52405], [0.72432, -2.01798, -0.47873], [1.65773, -2.14001, -1.77269], [1.75682, -3.60629, -2.36165], [2.84719, -4.56559, -1.71715], [4.36201, -3.73760, -1.02260], [4.06798, -3.32356, 0.39565], [5.56928, -4.96481, -0.91597], [6.78973, -4.35618, -0.42040], [7.90659, -5.48009, -0.21817], [5.01386, -2.53108, -1.99240], [5.37151, -1.40926, -1.13519], [5.97761, -0.19211, -1.96238], [-0.13897, -0.78831, -0.22000], [-0.04073, 0.40694, -1.26760], [0.02472, 1.69863, -0.60384], [-1.23310, 0.29838, -2.31066], [-0.69693, 0.53811, -3.80628], [-2.13345, -1.69630, 3.41309], [-2.88225, 8.22939, -0.54949], [-3.22768, 5.32984, 2.53301], [-2.07202, 6.44275, 3.52037], [-0.30239, 4.97823, 2.94217], [-0.54504, 5.43851, 1.20994], [-2.53016, 3.56420, 1.15084], [-0.72970, 3.13617, 0.94840], [-1.33971, 4.06084, 4.55133], [0.12300, 4.03404, 6.53969], [0.59289, 2.26976, 6.34594], [-0.47683, 3.09746, 9.15359], [0.68639, 1.75306, 8.62599], [1.26277, 3.50348, 8.75204], [-2.57445, 0.09679, 7.19280], [-2.32276, -1.40964, 6.19349], [0.27120, 0.23777, 6.99921], [0.36185, -2.06297, 5.73661], [-0.78032, -2.75476, 7.07848], [0.91378, -2.28564, 7.53612], [-1.93472, 1.13573, 0.51172], [-0.19698, -3.91343, 2.52481], [1.30810, -4.08013, 0.43775], [1.10620, -1.52670, -2.56533], [2.64129, -1.61094, -1.61245], [0.74023, -4.09710, -2.18349], [1.89894, -3.64061, -3.49069], [2.44945, -5.27889, -0.92228], [3.21085, -5.25570, -2.55634], [7.19705, -3.59796, -1.17122], [6.56388, -3.86514, 0.58263], [8.46462, -5.20317, 0.73607], [8.60333, -5.42444, -1.11525], [7.41238, -6.49203, -0.15537], [4.45196, -0.99581, -0.59971], [6.11291, -1.68665, -0.32135], [5.30316, 0.14142, -2.81615], [6.05359, 0.69366, -1.24718], [7.03182, -0.42822, -2.28954], [0.92105, 0.35883, -1.87574], [-2.14415, 0.91466, -2.05530], [-1.57597, -0.78927, -2.29264], [-1.28580, -0.05852, -4.58445], [0.38610, 0.19538, -3.93532], [-0.68931, 1.65108, -4.02910], [-2.13018, -2.27386, -3.81365], [-2.86385, -1.87482, -4.70428], [-2.48301, -1.25488, -5.68644], [-4.29664, -2.15519, -4.58522], [-4.77208, -2.82604, -3.46373], [-6.13404, -3.06893, -3.34313], [-7.00714, -2.64697, -4.33927], [-6.52225, -1.98588, -5.46212], [-5.16232, -1.73663, -5.58909], [-4.10093, -3.15943, -2.68117], [-6.51646, -3.58529, -2.47009], [-8.07126, -2.83348, -4.23961], [-7.20700, -1.66150, -6.23766], [-4.79615, -1.21791, -6.46720], [5.83168, -13.13545, -0.31465], [5.54081, -12.48428, 0.67576], [5.54251, -12.92087, 1.81513], [5.15833, -11.08144, 0.48242], [5.10811, -10.55639, -0.80397], [4.72242, -9.23436, -0.98485], [4.39593, -8.44784, 0.11409], [4.45798, -8.97752, 1.39801], [4.84001, -10.29962, 1.58688], [5.36048, -11.15987, -1.66750], [4.67319, -8.81662, -1.98413], [4.08975, -7.41688, -0.03179], [4.20461, -8.35960, 2.25195], [4.88203, -10.70273, 2.59162], [6.91515, 2.99414, -2.91260], [7.28182, 3.97838, -2.28945], [8.40003, 4.46140, -2.35534], [6.31070, 4.61900, -1.39637], [5.03806, 4.07434, -1.26644], [4.12774, 4.66923, -0.40096], [4.49086, 5.80046, 0.32139], [5.76243, 6.34530, 0.17801], [6.67888, 5.75495, -0.68261], [4.74415, 3.19307, -1.82423], [3.13457, 4.24868, -0.28701], [3.78121, 6.25778, 0.99887], [6.03936, 7.22895, 0.74117], [7.66764, 6.18623, -0.78374], [3.03708, 10.44608, 0.37086], [3.17302, 9.38608, -0.21486], [3.56630, 8.35204, 0.30600], [2.84808, 9.34712, -1.64361], [2.43268, 10.50927, -2.28375], [2.14886, 10.47290, -3.64270], [2.27663, 9.28201, -4.34908], [2.68281, 8.12185, -3.69932], [2.97118, 8.15061, -2.34112], [2.32972, 11.44263, -1.74350], [1.83044, 11.37457, -4.15340], [2.05949, 9.25825, -5.41188], [2.77823, 7.19514, -4.25366], [3.29019, 7.24066, -1.84558], [-6.74756, -4.12183, -8.20123], [-5.96647, -3.42519, -8.82907], [-4.75158, -3.49768, -8.74150], [-6.52671, -2.42837, -9.74746], [-7.90652, -2.28874, -9.84798], [-8.43284, -1.32727, -10.70102], [-7.58304, -0.51878, -11.44751], [-6.20462, -0.67163, -11.34899], [-5.67047, -1.62899, -10.49605], [-8.57818, -2.91316, -9.27113], [-9.50699, -1.20544, -10.78229], [-7.99718, 0.23510, -12.10883], [-5.54615, -0.04091, -11.93521], [-4.59473, -1.73716, -10.42492], [-9.17977, 0.08044, 6.29592], [-9.02777, 0.05162, 7.50661], [-9.89549, -0.26381, 8.30474], [-7.71343, 0.42632, 8.03900], [-6.70923, 0.82748, 7.16472], [-5.47350, 1.20432, 7.67468], [-5.24822, 1.17405, 9.04645], [-6.25391, 0.76196, 9.91335], [-7.49335, 0.38630, 9.41124], [-6.87370, 0.85495, 6.09427], [-4.68494, 1.52534, 7.00238], [-4.28311, 1.47447, 9.44177], [-6.07218, 0.73730, 10.98177], [-8.27092, 0.06987, 10.09609]],
  "forces_ev_per_a": [[-0.3450, -0.5558, 0.6954], [-0.8749, -1.1771, -0.5853], [0.7756, 1.1248, -0.8517], [0.3564, 0.2717, -0.1370], [0.4837, -0.3402, 0.4305], [-0.2262, -1.0030, 1.8217], [-0.5895, -2.7886, 0.2790], [-0.8963, -0.6427, -3.7482], [1.3610, -0.6300, -2.1477], [1.0332, -0.2536, 1.0716], [-0.4572, -0.2604, -0.2019], [0.1510, 1.0594, -0.9191], [-0.1696, 1.4862, 0.3553], [-0.7166, -1.7705, -1.4266], [-0.3220, 1.0016, 1.3328], [0.4128, 0.0843, -0.5916], [0.5962, 2.0028, -1.0043], [0.0677, 1.5726, 3.8278], [1.2642, -0.4286, 1.0999], [2.3270, -3.0051, -0.9677], [0.8547, 0.4646, -1.0330], [0.3402, 2.9312, -2.8537], [-1.8054, 1.7813, 0.9808], [-1.2550, -0.4754, 2.5324], [-1.6425, 0.7224, -0.2011], [-0.4990, -0.4955, 0.4080], [0.7278, -0.8792, -1.5878], [0.7883, -1.1861, 2.4030], [0.2576, 0.1142, -2.0471], [-1.4039, 2.3520, -1.0483], [1.2601, -0.2854, 0.5876], [-0.4282, 1.0325, -0.2852], [-0.8533, -1.3601, 1.7349], [0.2313, 2.5976, 0.5618], [-0.1274, -0.2613, 0.5171], [0.3709, -0.8787, 1.2697], [-0.2224, -0.7246, -0.1012], [-0.3551, -1.4592, -0.6596], [0.6075, -0.9714, -0.7737], [0.0180, 0.3343, 0.0633], [0.9036, 1.0745, -0.6455], [0.7729, -0.5878, 1.5960], [0.9429, 1.1470, 0.0361], [-0.4902, -0.8137, -1.2684], [-0.9802, -0.2678, -1.1384], [-0.6701, -0.5321, 1.0486], [1.3345, -0.0707, 0.5729], [-1.1800, 0.3961, 0.7808], [-0.2092, -1.5220, -0.6847], [-0.4663, -1.1123, 0.4642], [-0.6513, 1.0073, 0.4996], [1.0701, -0.3654, -0.9027], [-0.4342, 1.5288, 0.0679], [-0.9110, -0.6905, -0.5571], [0.7900, -0.6319, -1.1227], [0.7404, 1.2392, 0.1424], [-0.9450, -0.8593, 0.4543], [-0.3116, -0.1025, 1.1955], [1.1578, 0.7583, -0.6305], [-0.6386, 0.1145, -1.1303], [0.2225, -0.3168, 0.4517], [-0.0432, 1.1314, -0.9569], [-0.7168, 1.5007, -0.1418], [0.8695, -0.9088, 0.8926], [-0.9341, -0.7881, -0.0863], [1.3169, 0.6451, -0.2469], [-0.0218, 0.5204, 1.5105], [0.6554, 1.2739, -0.7640], [-0.4379, 0.8240, 1.0900], [-0.7328, -0.8567, 1.0368], [0.2577, -0.4814, -1.3464], [-0.5672, -0.7019, -1.3157], [-0.7598, -0.3862, 1.2714], [0.6718, 1.0847, 0.0796], [1.0768, -0.8613, -0.6713], [-0.9499, 0.0535, -1.1139], [0.9976, -0.6383, 0.9616], [-0.1100, -1.1813, -0.8328], [-1.2674, 0.3041, -0.0120], [-1.1877, -0.0044, 1.1603], [1.1449, -0.3922, -0.2016], [0.4689, 1.4908, 0.2496], [0.8450, 1.3280, 1.2718], [-1.3855, 0.3228, 0.4173], [-0.1311, -1.3225, 0.0311], [-0.1996, -0.0072, -0.4180], [0.1503, -0.1092, -0.1778], [-0.2682, -0.4224, 0.2610], [-0.6590, -0.0987, 0.0937], [0.0874, -0.0653, 0.1660], [0.0068, 0.0989, -0.1807], [-0.0025, -0.0018, -0.0008], [0.0917, -0.0707, 0.1682], [-0.0097, 0.1228, -0.2022], [0.0714, 0.1187, -0.1767], [0.0854, 0.0438, -0.0696], [0.1038, 0.0027, -0.0169], [0.0949, -0.0232, 0.0411], [0.1521, -0.0766, 0.1675], [-0.1099, 0.2725, 0.3398], [0.1456, -0.4914, 0.0594], [-0.0033, 0.1967, -0.3941], [-0.1924, 0.6564, -0.0987], [0.0205, -0.0485, -0.1750], [-0.0059, -0.0334, 0.2079], [-0.0485, 0.0527, -0.0116], [0.0346, -0.0745, -0.1945], [-0.0167, -0.0083, 0.1870], [0.0007, -0.0967, 0.2232], [0.0339, -0.0688, 0.0797], [0.0990, -0.0660, 0.0238], [0.0387, -0.0857, -0.0548], [0.0479, -0.1388, -0.1943], [0.1172, 0.3108, 0.2003], [0.2907, -0.1571, -0.2505], [-0.4189, -0.1632, 0.0232], [-0.4548, 0.2475, 0.3872], [-0.0765, -0.1374, -0.0894], [0.1989, 0.1313, 0.0209], [0.0018, -0.2690, 0.1032], [-0.0218, -0.2270, -0.1028], [0.1053, 0.1353, 0.0655], [0.2195, 0.0843, -0.0211], [0.0985, -0.0079, -0.0329], [0.1176, -0.1197, -0.0654], [-0.0227, -0.0728, -0.0814], [-0.0588, -0.2045, -0.1146], [0.0689, -0.4234, -0.2366], [0.0210, 0.1887, 0.4603], [-0.2736, 0.6892, -0.2425], [-0.1356, -0.0477, -0.6900], [-0.0247, 0.1909, 0.0445], [0.0532, -0.1991, 0.0420], [-0.0030, -0.0029, -0.0050], [-0.0361, 0.2015, 0.0432], [0.0633, -0.1849, 0.0505], [0.0787, -0.1959, 0.1067], [0.0303, -0.0638, 0.0922], [0.0135, 0.0005, 0.1010], [0.0071, 0.0615, 0.0964], [0.0026, 0.1885, 0.1095], [0.2355, 0.2803, -0.2192], [0.2070, -0.3876, 0.2975], [-0.4323, 0.0719, -0.0354], [-0.2702, 0.4886, -0.4114], [-0.1549, -0.0552, 0.0848], [0.1993, 0.0272, -0.0196], [0.0001, 0.0100, -0.0105], [-0.1798, -0.0835, 0.0898], [0.1972, 0.0412, -0.0220], [0.2356, -0.0284, 0.0160], [0.0975, -0.0513, 0.0328], [0.0383, -0.0780, 0.0548], [-0.0238, -0.0855, 0.0727], [-0.1473, -0.1362, 0.1337], [0.0820, -0.0051, 0.4377], [-0.4277, -0.1327, -0.1854], [0.3292, 0.1069, -0.2620], [0.6168, 0.1927, 0.2443], [0.0202, 0.0266, -0.1700], [-0.0839, -0.0509, 0.1529], [0.0547, 0.0171, 0.0173], [0.0063, 0.0221, -0.2257], [-0.0896, -0.0360, 0.1635], [-0.1701, -0.0613, 0.1488], [-0.0864, -0.0253, 0.0236], [-0.0668, -0.0467, -0.0559], [-0.0585, -0.0174, -0.0939], [-0.0405, 0.0141, -0.2399]],
  "total_energy_ev": -207767.977,
  "spin_multiplicity": 1,
  "orbital_gap_ev": 6.846,
  "smiles": "C#CCCCc1cc(OCC)c(C[C@H](C)Br)c2c1Nc1c(ccc(CCCP(=O)(OCC)OCC)c1[C@H](F)CC)S2.O=[N+]([O-])c1ccccc1.O=[N+]([O-])c1ccccc1.O=[N+]([O-])c1ccccc1.O=[N+]([O-])c1ccccc1.O=[N+]([O-])c1ccccc1.O=[N+]([O-])c1ccccc1",
  "largest_force_ev_per_a": 4.14,
  "e_homo_ev": -7.7274,
  "e_above_lowest_kj_mol": 665.1
}